Entry from the Open Molecules 2025 dataset: 2 unconnected molecules or ions with the total composition C31H35ClIN5O8P at a distorted geometry (ωB97M-V/def2-TZVPD).

Geometry as XYZ:
```
82
Properties=species:S:1:pos:R:3
C -4.08 4.13 -1.40
C -3.13 2.75 -1.27
N -1.86 2.76 -1.79
C -3.83 1.50 -0.46
C -3.25 0.02 -0.87
C -3.47 -0.62 -2.40
C -4.25 0.31 -3.52
N -5.67 0.68 -3.15
C -2.90 -2.11 -2.85
N -3.15 -2.53 -4.28
C -3.66 -3.95 -4.41
C -1.96 -2.25 -5.17
C -2.08 -1.05 -6.33
O -0.77 -2.87 -5.10
C -2.09 -2.98 -1.72
O -1.51 -4.30 -2.04
C -0.03 -4.20 -2.24
N 1.13 -4.20 -2.86
C -1.84 -2.40 -0.19
C -2.43 -0.89 0.22
C -2.07 -0.40 1.78
O -2.94 0.20 2.60
C -0.52 -0.78 2.26
C 0.39 0.35 3.10
I -0.38 2.34 3.65
C 1.95 -0.13 3.48
C 2.94 0.96 4.27
C 3.62 1.86 3.03
O 4.70 1.32 2.39
O 3.11 3.16 2.57
C 2.99 3.21 1.10
C 2.49 2.00 0.12
O 3.27 4.40 0.49
C 2.52 -1.65 3.09
P 4.34 -2.17 3.54
N 5.37 -1.68 2.36
C 1.61 -2.77 2.26
C 2.21 -4.25 1.90
C 3.21 -4.29 0.60
C 3.34 -2.87 -0.22
Cl 4.83 -5.01 1.16
C 0.08 -2.28 1.85
C -0.97 -3.24 0.97
O -1.16 -4.55 1.19
H -4.24 4.46 -2.51
H -3.63 4.97 -0.70
H -5.16 3.88 -0.96
H -1.76 3.73 -2.20
H -3.78 1.76 0.68
H -4.99 1.51 -0.74
H -4.28 -0.16 -4.60
H -3.59 1.30 -3.63
H -5.61 1.68 -2.82
H -5.87 0.13 -2.27
H -4.10 -4.37 -3.41
H -2.74 -4.61 -4.72
H -4.43 -4.01 -5.32
H -1.98 0.01 -5.80
H -1.23 -1.11 -7.13
H -3.16 -1.09 -6.79
H 2.35 1.73 4.93
H 3.74 0.45 4.95
H 1.64 2.43 -0.59
H 2.02 1.08 0.67
H 3.36 1.66 -0.63
H 4.50 -3.60 3.69
H 4.71 -1.50 4.77
H 5.88 -2.49 1.95
H 1.35 -5.05 1.70
H 2.75 -4.64 2.89
H 2.75 -5.08 -0.17
H 3.56 -1.93 0.44
H 2.32 -2.71 -0.77
H 4.26 -2.98 -0.96
C 2.99 7.23 4.33
C 2.30 5.98 3.75
O 1.35 5.64 4.61
H 3.44 7.04 5.30
H 3.78 7.56 3.65
H 2.29 8.07 4.44
H 3.11 5.27 3.56
H 2.00 6.26 2.73
```

Results
- gap between HOMO and LUMO (eV) = 2.1230
- total charge = -1
- lowest unoccupied orbital energy (Eh) = -0.01592
- E_tot (Eh) = -3176.02752

Charges in e, computed with Löwdin, in the same order as the atoms: C -0.087; C -0.322; N 0.082; C -0.117; C -0.020; C 0.025; C -0.253; N -0.039; C -0.026; N -0.146; C -0.085; C -0.258; C -0.034; O -0.024; C -0.049; O -0.084; C -0.112; N 0.143; C 0.064; C 0.042; C -0.206; O -0.066; C -0.039; C -0.499; I 0.897; C -0.124; C -0.081; C -0.209; O -0.030; O -0.026; C -0.246; C -0.020; O -0.029; C -0.166; P 0.732; N -0.317; C -0.083; C -0.211; C -0.656; C -0.141; Cl 0.491; C 0.023; C -0.181; O -0.028; H 0.082; H 0.096; H 0.077; H 0.054; H 0.126; H 0.104; H 0.099; H 0.120; H 0.055; H 0.078; H 0.112; H 0.102; H 0.107; H 0.094; H 0.093; H 0.083; H 0.099; H 0.102; H 0.102; H 0.070; H 0.116; H -0.023; H -0.009; H -0.064; H 0.122; H 0.089; H 0.109; H 0.060; H 0.067; H 0.096; C -0.159; C -0.629; O -0.374; H 0.049; H 0.039; H 0.048; H 0.055; H 0.070